Entry 1:
Density functional theory data (the ωB97M-V functional and the def2-TZVPD basis) for 2 unconnected molecules or ions with the total composition C5H12O.

ORCA input file:
```
! RIJCOSX wB97M-V def2-TZVPD def2/J DEFGRID3
* xyz 0 1
C -2.106 -1.035 0.394
C -0.753 -0.746 -0.194
C -0.236 0.679 -0.435
C 1.238 -0.023 -0.207
C 0.477 -0.999 0.668
H -2.236 -0.501 1.342
H -2.163 -2.110 0.596
H -2.920 -0.766 -0.285
H -0.614 -1.273 -1.145
H -0.561 1.147 -1.381
H -0.593 1.350 0.371
H 1.546 -0.439 -1.175
H 2.148 0.375 0.262
H 0.340 -0.497 1.638
H 0.849 -2.010 0.829
O 1.967 2.565 -0.151
H 1.164 2.032 -0.203
H 2.453 2.253 -0.922
*
```

* SMILES: CC1CCC1.O
* highest occupied orbital energy: -10.568 eV

Entry 2:
Density functional theory data (the ωB97M-V functional and the def2-TZVPD basis) for C2H3NO2S in the gas phase at a distorted geometry.

ORCA input file:
```
! RIJCOSX wB97M-V def2-TZVPD def2/J DEFGRID3
* xyz 0 1
C -1.413 -1.796 0.297
C -0.496 -1.047 0.104
S 0.774 0.080 0.149
N -0.078 1.338 -0.499
O 1.982 -0.251 -0.585
O 1.048 0.479 1.499
H -2.203 -2.349 -0.151
H -0.220 1.838 0.350
H 0.608 1.708 -1.165
*
```

* SMILES: C#CS(N)(=O)=O
* highest occupied orbital energy: -11.123 eV

Entry 3:
Density functional theory data (the ωB97M-V functional and the def2-TZVPD basis) for 9 unconnected molecules or ions with the total composition C24H68N5O15 at a distorted geometry.

ORCA input file:
```
! RIJCOSX wB97M-V def2-TZVPD def2/J DEFGRID3
* xyz -1 1
N -0.312 0.499 -0.901
O -0.231 0.511 0.329
O -0.488 1.564 -1.523
O -0.102 -0.571 -1.526
C 0.478 4.647 -0.742
C -0.297 5.643 -1.544
O -0.479 6.832 -0.768
O -0.351 3.951 0.190
H 1.281 5.129 -0.178
H 0.980 3.899 -1.366
H -1.256 5.195 -1.821
H 0.242 5.894 -2.469
H -1.001 7.435 -1.305
H -0.638 3.137 -0.244
C 2.443 0.855 -3.134
C 3.652 0.499 -3.952
O 4.767 1.204 -3.439
O 1.300 0.378 -3.816
H 2.378 1.947 -3.002
H 2.512 0.457 -2.113
H 3.433 0.747 -4.997
H 3.791 -0.589 -3.882
H 5.569 0.939 -3.893
H 0.662 0.113 -3.133
C -2.837 0.386 -5.531
C -2.225 0.323 -4.168
O -2.774 -0.825 -3.516
O -4.244 0.421 -5.451
H -2.511 -0.446 -6.171
H -2.486 1.284 -6.051
H -2.481 1.217 -3.585
H -1.134 0.283 -4.171
H -2.128 -1.161 -2.883
H -4.461 -0.264 -4.803
C 0.147 -2.913 -3.565
C 1.133 -3.848 -4.181
O 1.169 -4.984 -3.321
O -1.155 -3.525 -3.518
H 0.025 -1.972 -4.093
H 0.469 -2.725 -2.535
H 2.128 -3.404 -4.278
H 0.789 -4.146 -5.180
H 1.897 -5.554 -3.579
H -1.026 -4.433 -3.222
C 2.052 -4.547 3.133
C 1.709 -3.095 2.868
C 1.606 -2.813 1.377
O 2.884 -2.707 0.797
C 2.863 -2.884 -0.604
N 0.517 -2.703 3.617
H 1.237 -5.212 2.835
H 2.270 -4.694 4.192
H 2.945 -4.834 2.572
H 2.551 -2.502 3.243
H 1.036 -1.880 1.214
H 0.976 -3.578 0.889
H 2.384 -2.043 -1.117
H 2.341 -3.809 -0.881
H 3.904 -2.994 -0.917
H 0.350 -1.707 3.409
H -0.296 -3.192 3.242
C -4.605 -0.058 1.440
C -4.436 -1.408 0.747
C -3.431 -2.258 1.518
O -2.960 -3.343 0.749
C -1.881 -2.952 -0.077
N -5.777 -2.056 0.729
H -3.674 0.524 1.412
H -4.816 -0.147 2.511
H -5.391 0.527 0.968
H -4.105 -1.265 -0.278
H -3.896 -2.658 2.425
H -2.576 -1.652 1.866
H -2.183 -2.151 -0.765
H -1.600 -3.803 -0.689
H -1.076 -2.562 0.548
H -5.985 -2.335 1.683
H -5.709 -2.907 0.178
C -1.404 2.346 3.480
C -0.764 1.131 4.157
C -1.830 0.198 4.690
O -2.552 0.836 5.721
C -3.631 0.038 6.161
N 0.049 0.338 3.212
H -2.164 2.807 4.118
H -1.952 1.992 2.598
H -0.676 3.084 3.153
H -0.116 1.447 4.977
H -1.348 -0.714 5.075
H -2.504 -0.102 3.874
H -4.252 0.596 6.857
H -3.253 -0.861 6.666
H -4.250 -0.264 5.307
H -0.537 0.209 2.383
H 0.789 0.891 2.772
C 3.278 0.724 0.900
C 3.116 2.221 1.134
C 3.360 3.029 -0.126
O 3.309 4.439 0.086
C 4.394 4.960 0.801
N 1.750 2.467 1.678
H 3.196 0.157 1.825
H 4.284 0.508 0.516
H 2.564 0.366 0.155
H 3.787 2.497 1.954
H 2.569 2.782 -0.838
H 4.323 2.761 -0.593
H 4.137 5.992 1.039
H 5.315 4.917 0.207
H 4.562 4.449 1.756
H 1.096 1.990 1.041
H 1.496 3.437 1.462
*
```

* highest occupied orbital energy: -6.438 eV

Number 1: frontier orbital gap 11.559 eV. Number 2: frontier orbital gap 11.423 eV. Number 3: frontier orbital gap 8.662 eV.